# 1
Molecular formula: C28H36BeN8O8S2Zn
Method: DFT, ωB97M-V/def2-TZVPD

XYZ file:
```
84
C28H36BeN8O8S2Zn | OMol25 | ωB97M-V/def2-TZVPD
Zn -17.32272 -5.80976 18.74962
Be -19.53821 -8.92341 21.92035
S -16.95100 -7.15239 21.60914
O -17.03679 -8.54045 21.22960
O -15.88836 -6.98131 22.60102
O -16.76031 -6.23555 20.50443
O -18.19569 -6.87057 22.33301
S -20.29635 -6.99958 19.02428
O -20.94869 -5.73324 18.77496
O -20.66896 -7.55897 17.75669
O -18.87659 -6.82628 19.04676
O -20.80595 -7.70195 20.18741
C -13.29173 -3.34276 19.54350
C -14.44934 -4.14189 19.05982
N -15.38390 -4.70691 18.59557
H -13.08400 -2.47816 18.91310
H -12.40230 -3.97158 19.58356
H -13.53552 -2.99607 20.54772
C -13.44336 -8.34504 17.75482
C -14.82978 -7.89087 17.88468
N -15.92450 -7.52773 18.02534
H -12.86795 -7.73835 17.05559
H -13.55330 -9.38252 17.43914
H -12.92363 -8.50579 18.69935
N -17.08524 -6.33485 24.95885
C -18.27027 -6.50522 25.62334
C -18.09627 -6.15253 26.90488
C -16.78055 -5.61958 27.02815
C -16.24416 -5.63124 25.73262
H -16.96826 -6.58136 23.98641
H -19.05391 -6.94720 25.02588
H -18.78795 -6.27102 27.72581
H -16.33934 -5.28294 27.95466
H -15.32591 -5.30088 25.26994
N -13.05338 -7.52161 22.21651
C -12.73235 -6.57615 21.27081
C -11.58249 -6.95835 20.60216
C -11.13124 -8.13417 21.20970
C -12.09801 -8.50229 22.16617
H -13.87076 -7.49391 22.80914
H -13.36663 -5.70631 21.18438
H -11.08869 -6.48215 19.76801
H -10.21544 -8.64540 20.95211
H -12.16306 -9.37492 22.79919
N -15.30860 -9.19675 23.99557
C -15.01895 -10.43130 23.48758
C -14.27015 -11.09016 24.42200
C -13.99263 -10.24746 25.51985
C -14.61734 -9.04734 25.15487
H -15.80754 -8.44618 23.53970
H -15.37631 -10.76922 22.52608
H -13.86845 -12.09148 24.47102
H -13.45375 -10.43489 26.43685
H -14.68339 -8.06961 25.60883
N -20.03965 -4.82387 22.81972
C -21.05814 -4.25692 22.02024
C -21.49492 -3.09055 22.68556
C -20.81274 -2.96518 23.91779
C -19.84974 -4.03806 23.93512
H -19.46568 -5.62364 22.59383
H -21.34835 -4.74839 21.10337
H -22.32960 -2.45349 22.43287
H -20.97285 -2.26133 24.72114
H -19.09933 -4.37241 24.63617
N -15.58745 -10.35028 20.01756
C -16.13185 -11.38845 19.34568
C -15.08167 -12.16903 18.93090
C -13.90854 -11.66713 19.44322
C -14.28576 -10.62259 20.23101
H -16.12256 -9.57154 20.37441
H -17.14382 -11.49066 18.98253
H -15.11492 -13.01387 18.25892
H -12.91075 -11.99955 19.19762
H -13.78282 -9.93281 20.89257
N -15.25630 -4.44098 22.90427
C -14.05301 -3.79800 23.12552
C -14.17789 -2.44858 23.08130
C -15.55416 -2.18371 23.00096
C -16.16829 -3.41181 22.77537
H -15.41526 -5.43435 22.81456
H -13.15710 -4.38059 23.28154
H -13.43135 -1.69007 23.26494
H -15.97952 -1.19381 23.07560
H -17.21932 -3.52777 22.55560
```

Calculated values
HOMO-LUMO gap = 2.718 eV
HOMO energy = -7.79 eV
electronic energy = -128402.934 eV
molar mass = 751.2 u


# 2
Molecular formula: CH3Br2PS
Method: DFT, ωB97M-V/def2-TZVPD

XYZ file:
```
8
CH3Br2PS | OMol25 | ωB97M-V/def2-TZVPD
C -0.66884 1.17948 0.40608
P -4.25943 -0.05156 -1.04509
S -0.91509 1.11901 -1.48311
Br -3.47004 -2.09660 -0.58588
Br -4.33250 1.04705 0.90498
H 0.37714 1.13286 0.35808
H -1.39554 0.37919 0.70566
H -0.99727 2.16244 0.68983
```

Calculated values
HOMO-LUMO gap (spin up / spin down) = 7.424 / 6.918 eV
energy relative to the best compared isomer or geometry (same formula, charge and spin) = 74.7 kcal per mole
HOMO energy (spin up / spin down) = -9.21 / -8.71 eV
electronic energy = -161293.167 eV
molar mass = 237.9 u


# 3
Molecular formula: C33H43FN7O3RuS
Method: DFT, ωB97M-V/def2-TZVPD

XYZ file:
```
89
C33H43FN7O3RuS | OMol25 | ωB97M-V/def2-TZVPD
Ru 0.82906 0.31381 0.36194
C 2.34141 2.62316 -3.68400
C 1.46629 2.15798 -2.54893
N 1.65768 0.99638 -1.94585
N 2.55862 0.13896 -2.49840
C 2.52861 -1.16575 -2.20717
N 3.48102 -1.94180 -2.81506
S 1.43482 -1.83717 -1.13098
C 0.33868 2.91790 -2.14590
C -0.41086 3.70661 -3.03698
C -1.69182 4.08320 -2.72769
C -2.26337 3.60933 -1.52758
C -1.46654 2.97137 -0.62150
N -0.14607 2.76066 -0.84882
H 2.15676 2.07390 -4.61257
H 3.39427 2.50882 -3.41241
H 2.17034 3.67832 -3.87585
H 3.16599 0.45597 -3.24219
H 3.83376 -1.63553 -3.71023
H 3.28168 -2.92773 -2.76693
H 0.00931 3.95673 -4.00184
H -2.27184 4.67879 -3.41874
H -3.30667 3.76988 -1.30001
H -1.84612 2.62061 0.32286
C -4.45099 -4.97593 1.65524
C -4.80125 -4.06253 0.48698
C -5.03026 -4.87799 -0.78071
C -5.48772 -3.96396 -1.90735
C -4.49314 -2.84942 -2.09338
C -4.35808 -2.23666 -3.32221
C -3.43459 -1.21442 -3.49288
F -3.31645 -0.65408 -4.71340
C -2.65021 -0.77398 -2.46527
C -2.77286 -1.38071 -1.21108
C -1.95916 -0.86656 -0.10879
O -1.33102 0.19691 -0.24948
C -2.02035 -1.63199 1.09394
C -2.91735 -2.64835 1.19890
N -3.76416 -3.04625 0.22526
C -3.68443 -2.43442 -1.01938
C -1.12575 -1.39296 2.30954
O -1.46301 -1.93039 3.36494
O -0.07471 -0.70282 2.13586
H -5.16180 -5.80049 1.67916
H -4.50838 -4.46235 2.61323
H -3.44885 -5.38969 1.53538
H -5.72995 -3.52928 0.72334
H -5.77816 -5.64550 -0.58253
H -4.09761 -5.37497 -1.06216
H -6.46794 -3.54426 -1.66018
H -5.60160 -4.52068 -2.83811
H -4.96379 -2.55527 -4.16094
H -1.93241 0.02598 -2.58992
H -2.95493 -3.15824 2.14960
C 2.61720 0.08857 2.99566
C 3.90081 -0.14846 3.83234
N 4.92328 -0.78340 3.00328
C 5.24069 0.08633 1.87605
C 3.97159 0.31400 1.00923
N 2.82642 -0.38558 1.61515
C 3.11665 -1.82585 1.66916
C 4.40520 -2.05626 2.50671
H 2.36452 1.14162 2.95052
H 1.75725 -0.44232 3.39805
H 3.70270 -0.79993 4.68538
H 4.30666 0.79110 4.21408
H 6.03531 -0.38523 1.29310
H 5.62552 1.02810 2.27286
H 4.10955 -0.08304 0.00074
H 3.72124 1.37358 0.93579
H 3.23407 -2.20076 0.65435
H 2.24898 -2.31710 2.11178
H 5.18592 -2.52854 1.90618
H 4.21091 -2.70061 3.36598
C 1.96418 3.55200 2.19802
C 0.65085 3.56078 1.40594
C 0.46399 4.98933 0.85500
C -0.48593 3.21811 2.38647
C 0.79725 2.55849 0.23093
H 2.06257 4.47894 2.76590
H 2.83260 3.45472 1.54182
H 1.97259 2.72926 2.90761
H 0.33642 5.70044 1.67476
H -0.40901 5.07156 0.20841
H 1.34375 5.28855 0.27824
H -0.25301 3.60930 3.37976
H -0.59842 2.13370 2.46218
H -1.43520 3.66247 2.08497
H 1.78875 2.71294 -0.19518
```

Calculated values
HOMO-LUMO gap (spin up / spin down) = 5.747 / 6.251 eV
⟨S²⟩ = 0.80
energy relative to the best compared isomer or geometry (same formula, charge and spin) = 0.0 kcal per mole
HOMO energy (spin up / spin down) = -5.55 / -6.33 eV
electronic energy = -67624.971 eV
molar mass = 737.9 u
2S+1 = 2